# C22H21ClGdN6O2

A molecular structure, C22H21ClGdN6O2 at a distorted geometry (ωB97M-V/def2-TZVPD, OMol25).

The value obtained for the largest force on an atom is 0.07296 hartree/bohr. The value obtained for the HOMO energy (alpha / beta) is -14.334 / -17.713 eV.

The geometry in ORCA input format:
```
! wB97M-V def2-TZVPD RIJCOSX def2/J DEFGRID3
* xyz 3 8
H 4.86160 -0.35492 -0.52646
H 3.69050 1.46808 -1.68796
N -3.59450 1.13138 -1.51076
N 0.06270 -0.31782 2.72954
C 1.12050 2.41108 -1.04556
C 0.06260 -1.49952 4.82144
H -4.26380 0.10138 0.08394
H 3.83570 -1.42442 1.43114
C -0.11840 -2.20952 -0.34676
C 1.29270 -0.83172 2.45624
C -0.16940 -4.46602 0.46584
H 1.72780 -2.81192 5.17434
H 2.57860 3.03808 -2.51086
C 3.28140 -0.68332 0.87994
Cl 1.67760 -3.89122 -1.43926
C -0.50470 -0.63242 3.90134
O -2.57660 0.98858 -3.47676
C 3.20150 0.95328 -0.87926
N 1.32360 0.63278 0.55224
N -0.10020 2.63928 -0.48956
H 1.28790 5.00898 -3.21546
H 0.20610 -5.47892 0.47164
H -0.42600 -1.69432 5.76184
N -1.12410 -1.83382 0.46744
C 0.39540 -3.50542 -0.37606
H -0.88820 5.49258 -2.09126
H -4.17040 1.71988 0.30324
H -1.44970 -0.15102 4.13114
N -3.66180 0.92148 -0.10326
C 1.26980 -2.10002 4.50284
C 1.98860 -0.30822 1.24954
C 1.62740 3.23958 -2.04506
C 1.90860 1.28618 -0.47036
C -1.66300 -2.77272 1.26104
C -1.22380 -4.08882 1.27724
C -1.42020 0.78638 -4.30796
H -1.78810 0.79668 -5.33356
H -2.48070 -2.44822 1.89884
C 3.87380 -0.05912 -0.20896
H -1.70530 -4.81642 1.91094
H -0.94840 -0.16922 -4.07506
Gd -1.01680 0.60478 0.60904
H -4.44710 1.30498 -2.03846
C 0.90300 4.35328 -2.44746
H 0.28210 -1.45732 -1.03196
C -0.78370 3.72198 -0.88566
C -2.46920 0.80748 -2.19846
C -0.31500 4.61428 -1.83746
H -1.73790 3.90178 -0.39356
H 2.85040 -2.18492 3.07754
H -0.71330 1.60438 -4.15216
O -1.44440 0.41018 -1.60706
C 1.89490 -1.74762 3.31414
*
```

---

# C22H21ClN6O3S

A single C22H21ClN6O3S molecule at a distorted geometry (ωB97M-V/def2-TZVPD, OMol25).

The SMILES is O=c1[nH]c(C2CCN(S(=O)(=O)c3cccc(Cl)c3)CC2)nc2c1nnn2Cc1ccccc1. Its energy above the lowest of the compared OMol25 structures with the same formula, charge and spin is 18.86 kJ/mol. The value obtained for the largest force on an atom is 0.02713 hartree/bohr. The value obtained for the HOMO energy is -9.281 eV.

The geometry in ORCA input format:
```
! wB97M-V def2-TZVPD RIJCOSX def2/J DEFGRID3
* xyz 0 1
N -0.41594 -2.15595 0.31447
C 0.77188 -2.51501 0.67639
C 1.54068 3.39934 -2.59658
H 2.29765 -1.84876 1.96208
O 3.21589 2.04137 0.63079
C -3.38127 -1.98677 -0.53292
O 0.87386 -6.06057 0.57585
O 3.89154 1.65595 -1.70459
C 1.80296 -1.48695 1.05188
C 1.33524 4.11529 -0.30191
C 1.18908 -0.11350 1.34459
C 0.72633 4.44682 -2.99582
C -1.24739 -3.18515 0.03860
H -2.80435 0.63876 -0.93463
C 2.86637 -1.35120 -0.05349
H 3.26894 -2.32722 -0.33095
H 1.47680 -1.27193 -1.72129
H -2.84038 -0.54516 3.84710
C 0.70758 0.57512 0.06712
H 1.60243 3.97587 0.73371
C 0.38206 -4.96640 0.47067
C 1.83344 3.25011 -1.25513
H -2.32117 1.76494 3.15287
C -3.10150 -0.92422 0.49737
H -0.15042 0.03342 -0.33574
C 0.51338 5.15483 -0.71415
H -3.34798 -2.25645 2.15630
C -2.53963 1.34388 1.06631
H 0.40924 1.60103 0.28662
H 1.95249 0.51168 1.80905
N -2.54385 -3.13867 -0.32391
N 1.72421 0.62975 -0.96062
C 0.20652 5.32382 -2.05732
C -2.81294 0.37714 0.11380
H 0.49177 4.58419 -4.04005
N -2.99708 -4.39367 -0.47346
C -2.54168 1.01354 2.40976
H 2.10942 -4.02521 1.04850
C -2.83181 -0.28374 2.79941
C -3.11566 -1.24666 1.84885
H 0.34422 -0.21938 2.02541
H 1.96367 2.70301 -3.30165
C -0.94564 -4.55433 0.09307
H 3.05397 -0.49877 -2.03355
H -0.43103 6.13915 -2.36159
Cl -0.13447 6.24174 0.45527
H -2.32034 2.35498 0.75655
S 2.84673 1.85972 -0.74683
N 1.16210 -3.81705 0.75241
N -2.07278 -5.22995 -0.23510
C 2.27774 -0.66615 -1.28604
H 3.68205 -0.73171 0.32420
H -3.20836 -1.59217 -1.54036
H -4.41457 -2.34276 -0.47131
*
```

---

# C22H21CoF3N6O2

A molecular structure, C22H21CoF3N6O2 (ωB97M-V/def2-TZVPD, OMol25).

Its energy above the lowest of the compared OMol25 structures with the same formula, charge and spin is 29.83 kJ/mol. The value obtained for the largest force on an atom is 0.00715 hartree/bohr. The value obtained for the HOMO energy (alpha / beta) is -6.988 / -7.112 eV.

The geometry in ORCA input format:
```
! wB97M-V def2-TZVPD RIJCOSX def2/J DEFGRID3
* xyz 0 4
H -0.15363 -1.05188 2.28524
C 1.87589 -1.61230 2.65615
H -4.50916 -0.63380 -0.13171
H -0.21903 2.75376 -3.19616
C 2.86694 0.96869 -2.93613
C -4.16009 2.91059 3.02564
C 0.87362 -0.97881 1.95141
Co 0.06913 0.21751 -1.85055
C -3.04314 2.23652 2.26672
N -2.70156 0.22348 -0.81495
N 0.10282 0.38484 0.07852
H 4.49892 -3.28950 2.50138
C -0.71160 1.68131 1.97650
C -2.73628 -0.42699 -2.85010
N 2.85105 0.43048 -0.86583
C 2.45158 -0.25582 0.33296
H 4.01842 -2.48600 3.99345
H -1.47355 2.81786 3.61318
C 4.01166 1.08893 -1.06791
N -0.02817 2.45884 -2.24527
H -2.36842 -0.57521 -3.85357
C 3.19878 -1.58908 2.21609
H -4.30184 1.54343 0.69501
C -0.36162 -4.06770 -2.09756
C -3.84945 -0.46014 -0.96458
H 4.85334 1.98846 -2.89497
N 2.14407 0.35257 -2.00830
H -5.05015 2.28067 3.06028
C -0.94362 0.96445 0.78930
C -3.91632 -0.89321 -2.26789
C -2.28117 0.93291 0.35699
H 0.81743 2.92308 -1.93351
C 4.29603 -2.31523 2.95361
O -1.39390 -2.42356 -0.72491
H 2.50587 1.02605 -3.95234
H 5.22670 -1.74599 2.94052
F -0.87820 -4.96317 -1.25594
H 4.70752 1.25519 -0.26253
H 4.46107 -0.92999 0.62800
H 0.31117 1.74442 2.32827
H -4.44548 3.85677 2.55840
F 0.94360 -4.35109 -2.23849
H -3.85912 3.12574 4.05053
F -0.94600 -4.25968 -3.30018
C 4.06256 1.45558 -2.39367
C 3.45434 -0.91812 1.03602
C 1.12206 -0.24766 0.78001
H -0.79605 2.77671 -1.66331
C -1.72088 2.28416 2.70123
C -3.28745 1.56879 1.08148
H -4.69559 -1.47781 -2.72534
O 0.08630 -1.77688 -2.31911
C -0.59390 -2.60743 -1.62729
H 1.62127 -2.16544 3.55455
N -2.00678 0.25070 -1.96937
*
```

---

# C22H21F2NO2

A single C22H21F2NO2 molecule (ωB97M-V/def2-TZVPD, OMol25).

The SMILES is COc1ccccc1CNCC(O)(c1ccc(F)cc1)c1ccc(F)cc1. Its energy above the lowest of the compared OMol25 structures with the same formula, charge and spin is 0.00 kJ/mol. The value obtained for the largest force on an atom is 0.00780 hartree/bohr. The value obtained for the HOMO energy is -8.709 eV.

The geometry in ORCA input format:
```
! wB97M-V def2-TZVPD RIJCOSX def2/J DEFGRID3
* xyz 0 1
H 3.84376 -1.23405 1.46109
H 0.28531 -1.88563 1.65188
H 4.21574 -1.59236 -3.43108
H -2.78111 -0.39681 -0.02288
C -1.18295 1.24706 -1.65483
C 4.12250 -1.52368 -2.35881
F -4.52157 -0.99001 4.06580
H 1.18312 -3.45936 -4.00517
H -0.56256 -1.32837 -0.50294
C -2.33844 -0.14377 3.79913
H -2.23760 -0.07060 4.87044
C 5.09798 -0.85149 -1.64205
C 2.94624 -1.99501 -0.30701
C 3.93076 -1.31284 0.38772
C 5.00605 -0.73940 -0.26806
C -1.87690 3.50010 -2.00066
H 5.93158 -0.41280 -2.16990
F -2.38306 4.45115 -2.81564
O 2.02325 -2.75893 -2.33438
H -0.38813 0.61435 3.35929
C -1.70125 2.22104 -2.49160
H 2.06029 -1.92712 -4.23630
H 1.20753 -3.24356 -0.22545
H -1.96552 1.99767 -3.51334
H 5.76439 -0.21133 0.28892
C -1.03726 2.84625 0.12426
H 0.96912 -0.45737 -0.79331
C -0.30807 0.52558 0.64152
H 2.96249 -3.45891 -4.04855
C -1.54766 3.83084 -0.69910
H -0.76471 3.07547 1.14172
C -0.84827 1.54972 -0.34228
C 2.07653 -2.89914 -3.73261
H -1.69387 4.83953 -0.34688
O 0.75099 1.12882 1.35451
H -1.04108 0.25192 -2.04550
N 0.95403 -1.50560 0.98683
C 3.03778 -2.09431 -1.70272
C 1.77684 -2.58112 0.44134
C -2.65110 -0.33693 1.04727
C -3.68751 -0.71674 1.87911
C 0.24341 -0.74919 -0.02976
C -3.51335 -0.61726 3.24781
C -1.45305 0.13186 1.57502
C -1.31050 0.23026 2.95204
H -4.62160 -1.08164 1.48228
H 2.14682 -3.16765 1.28693
H 1.35432 0.40575 1.59129
*
```